a | C28H84O14 | wB97M-V/def2-TZVPD

Last column: Mulliken charge in e.
Geometry (Å):
C (4.854, -4.348, -0.601)  -1.3963
C (3.351, -4.211, -0.743)  0.1416
O (3.008, -2.807, -0.799)  -0.2726
H (5.368, -3.868, -1.428)  0.2925
H (5.075, -5.395, -0.397)  0.4091
H (5.147, -3.846, 0.326)  0.2906
H (2.737, -4.661, 0.038)  0.2610
H (3.065, -4.645, -1.707)  0.1343
H (2.043, -2.750, -0.779)  0.0569
C (-0.458, -4.258, 1.104)  -0.2547
C (-0.965, -5.371, 0.155)  0.2452
O (-1.914, -6.173, 0.831)  -0.6411
H (-0.640, -4.535, 2.144)  0.4930
H (-0.952, -3.297, 0.969)  -0.0554
H (0.620, -4.117, 1.016)  -0.0728
H (-0.132, -5.935, -0.257)  0.2064
H (-1.488, -4.904, -0.684)  -0.2365
H (-2.644, -5.634, 1.141)  0.3191
C (-3.781, -0.767, 2.540)  -0.5602
C (-4.507, -0.545, 1.231)  -0.3714
O (-3.638, -0.037, 0.228)  -0.2662
H (-3.528, 0.178, 3.025)  0.1011
H (-2.801, -1.205, 2.334)  -0.1586
H (-4.323, -1.422, 3.222)  0.4982
H (-5.356, 0.120, 1.417)  0.2555
H (-4.878, -1.501, 0.861)  0.4001
H (-3.418, 0.900, 0.428)  0.2128
C (-3.719, 4.710, -1.865)  -0.9006
C (-2.436, 5.273, -1.285)  -0.4191
O (-1.524, 4.233, -0.914)  -0.3543
H (-3.584, 4.381, -2.895)  0.2976
H (-4.574, 5.384, -1.766)  0.3576
H (-4.107, 3.840, -1.328)  0.0979
H (-2.666, 5.927, -0.447)  0.3218
H (-1.943, 5.838, -2.080)  0.4078
H (-1.070, 3.856, -1.683)  0.1933
C (-4.035, -2.176, -3.186)  -1.5294
C (-3.377, -2.558, -1.882)  0.3414
O (-2.243, -1.721, -1.622)  0.1340
H (-3.381, -1.991, -4.042)  0.2812
H (-4.541, -1.205, -3.130)  0.3608
H (-4.780, -2.905, -3.508)  0.4140
H (-3.098, -3.611, -1.969)  0.3277
H (-4.129, -2.512, -1.092)  -0.0457
H (-2.689, -0.927, -1.283)  -0.4054
C (-3.962, 4.460, 2.084)  -1.3108
C (-3.380, 3.050, 2.020)  -0.2157
O (-3.207, 2.591, 0.676)  -0.1941
H (-4.496, 4.605, 3.026)  0.3902
H (-4.661, 4.790, 1.313)  0.2841
H (-3.183, 5.228, 2.043)  0.3048
H (-4.078, 2.413, 2.561)  0.4181
H (-2.408, 3.024, 2.517)  0.3062
H (-2.624, 3.252, 0.258)  -0.1959
C (-0.479, -4.793, -3.499)  -1.0851
C (0.402, -3.625, -3.151)  -0.1291
O (0.230, -3.232, -1.805)  0.4043
H (-0.204, -5.267, -4.446)  0.4248
H (-1.527, -4.498, -3.604)  0.1548
H (-0.398, -5.594, -2.767)  0.2221
H (0.415, -2.811, -3.880)  0.3433
H (1.410, -4.053, -3.198)  0.1638
H (-0.592, -2.717, -1.751)  -0.1970
C (-1.995, 1.208, -3.868)  -1.0956
C (-0.562, 1.738, -3.739)  0.1350
O (-0.650, 3.080, -3.279)  -0.5952
H (-2.537, 1.803, -4.602)  0.4372
H (-2.445, 1.240, -2.875)  0.0041
H (-2.035, 0.164, -4.178)  0.2731
H (-0.043, 1.614, -4.691)  0.5217
H (-0.042, 1.094, -3.023)  -0.0802
H (0.146, 3.559, -3.535)  0.2291
C (-0.541, -2.432, 4.227)  -0.3873
C (-0.812, -2.016, 5.677)  -0.3367
O (-1.537, -3.010, 6.414)  -0.5542
H (-0.162, -1.547, 3.714)  -0.0746
H (-1.485, -2.602, 3.701)  0.1966
H (0.093, -3.309, 4.137)  0.3317
H (-1.434, -1.121, 5.750)  0.2766
H (0.143, -1.922, 6.190)  0.2611
H (-2.267, -3.323, 5.873)  0.2954
C (-0.312, 1.307, -0.194)  1.1131
C (0.292, -0.010, 0.255)  0.5398
O (-0.659, -0.764, 0.978)  0.5176
H (-1.295, 1.229, -0.662)  -0.4544
H (0.361, 1.879, -0.835)  -0.3932
H (-0.512, 1.866, 0.723)  0.2054
H (1.143, 0.175, 0.907)  -1.2771
H (0.691, -0.586, -0.590)  0.2205
H (-1.346, -1.031, 0.356)  -0.3241
C (4.173, 0.080, 0.608)  1.1096
C (5.080, 0.822, 1.612)  -0.5946
O (4.568, 2.119, 1.886)  -0.5557
H (3.137, 0.018, 0.935)  -0.8119
H (4.512, -0.941, 0.449)  0.2766
H (4.144, 0.688, -0.300)  -0.4825
H (6.112, 0.884, 1.262)  0.3251
H (5.070, 0.210, 2.514)  0.4462
H (4.515, 2.618, 1.066)  0.2604
C (1.973, 4.412, 0.791)  -0.7935
C (2.527, 3.747, -0.465)  0.8152
O (3.660, 4.450, -0.979)  -0.6442
H (0.944, 4.057, 0.881)  0.0699
H (1.870, 5.495, 0.728)  0.3924
H (2.638, 4.167, 1.618)  0.1118
H (1.712, 3.751, -1.201)  0.0969
H (2.714, 2.682, -0.307)  -0.4233
H (4.358, 3.805, -1.129)  0.3850
C (1.821, 0.420, 3.906)  -0.2176
C (2.496, 1.692, 4.414)  -0.2019
O (3.889, 1.433, 4.684)  -0.6277
H (2.230, 0.034, 2.975)  -0.1284
H (0.756, 0.642, 3.824)  0.2053
H (2.091, -0.291, 4.691)  0.2630
H (2.042, 2.078, 5.325)  0.3946
H (2.448, 2.474, 3.651)  -0.0262
H (4.375, 1.691, 3.893)  0.3845
C (2.942, 1.411, -3.122)  -0.1004
C (4.412, 1.713, -3.392)  -0.9996
O (5.268, 1.298, -2.368)  -0.4805
H (2.702, 0.345, -3.043)  0.2568
H (2.335, 1.745, -3.966)  0.4001
H (2.633, 1.855, -2.177)  -0.1589
H (4.422, 2.804, -3.469)  0.3434
H (4.738, 1.348, -4.371)  0.4088
H (5.287, 0.340, -2.294)  0.3148

## Properties
Kohn-Sham gap = 10.0 eV
HOMO level = -9.67 eV
Total charge = 0


b | C28H84O14 | wB97M-V/def2-TZVPD

Last column: Mulliken charge in e.
Geometry (Å):
C (1.159, 3.151, 1.072)  -1.4404
C (1.564, 4.493, 0.421)  0.8932
C (3.062, 4.670, 0.512)  -1.4349
O (1.283, 4.295, -0.916)  -0.3558
H (0.125, 2.892, 0.844)  0.2611
H (1.033, 3.121, 2.155)  0.5147
H (1.735, 2.319, 0.667)  0.2475
H (1.041, 5.325, 0.892)  0.2735
H (3.612, 3.765, 0.256)  0.1706
H (3.330, 5.046, 1.499)  0.4146
H (3.400, 5.424, -0.199)  0.4363
H (0.873, 3.434, -1.031)  0.0742
C (-5.491, 1.984, 2.588)  -1.0015
C (-6.868, 2.503, 2.129)  0.4341
C (-7.716, 3.046, 3.358)  -1.1598
O (-6.729, 3.560, 1.223)  -0.5103
H (-4.932, 1.898, 1.656)  0.0656
H (-5.519, 1.050, 3.149)  0.3748
H (-4.904, 2.622, 3.248)  0.3409
H (-7.284, 1.699, 1.522)  0.2771
H (-7.621, 4.132, 3.328)  0.3394
H (-7.463, 2.681, 4.354)  0.3208
H (-8.747, 2.739, 3.184)  0.2770
H (-6.693, 4.382, 1.718)  0.2732
C (2.263, -3.667, -3.624)  -1.1282
C (0.852, -3.494, -4.140)  0.6787
C (0.552, -1.947, -4.048)  -0.8990
O (0.780, -3.883, -5.529)  -0.5502
H (2.561, -4.714, -3.672)  0.4116
H (2.375, -3.479, -2.557)  0.0992
H (3.010, -3.006, -4.064)  0.3516
H (0.085, -4.012, -3.563)  0.1357
H (1.322, -1.316, -4.492)  0.5010
H (0.594, -1.733, -2.980)  -0.2607
H (-0.452, -1.610, -4.307)  0.4103
H (1.119, -4.777, -5.612)  0.3305
C (3.794, -4.295, 1.428)  -1.4373
C (3.647, -2.790, 1.174)  1.5390
C (2.264, -2.264, 1.489)  -1.2954
O (4.507, -2.129, 2.085)  -0.6790
H (3.917, -4.338, 2.511)  0.4171
H (4.683, -4.664, 0.917)  0.3308
H (2.924, -4.844, 1.068)  0.3224
H (3.730, -2.545, 0.115)  -0.1506
H (2.397, -1.193, 1.335)  -0.0067
H (1.895, -2.396, 2.506)  0.3162
H (1.543, -2.586, 0.738)  0.3248
H (5.418, -2.347, 1.878)  0.2710
C (6.433, -1.062, -1.154)  -0.9768
C (6.959, -2.436, -0.636)  0.6509
C (8.256, -2.978, -1.362)  -1.4708
O (7.234, -2.077, 0.618)  -0.5637
H (5.353, -0.925, -1.107)  0.1533
H (6.537, -0.959, -2.234)  0.4067
H (6.875, -0.174, -0.703)  0.2400
H (6.197, -3.216, -0.629)  0.1367
H (8.484, -3.991, -1.031)  0.3786
H (9.135, -2.377, -1.131)  0.3426
H (8.034, -3.042, -2.428)  0.3474
H (7.955, -1.443, 0.625)  0.3659
C (-4.152, -3.170, 2.422)  -1.3980
C (-4.909, -4.228, 1.704)  0.6039
C (-6.463, -3.962, 2.001)  -1.4023
O (-4.851, -4.165, 0.235)  -0.5483
H (-4.355, -3.282, 3.487)  0.5366
H (-4.352, -2.189, 1.990)  0.2633
H (-3.127, -3.512, 2.286)  0.2606
H (-4.788, -5.270, 1.999)  0.3397
H (-6.794, -2.935, 1.842)  0.3216
H (-6.617, -4.252, 3.040)  0.4008
H (-7.089, -4.657, 1.441)  0.3720
H (-4.890, -5.039, -0.160)  0.2898
C (-3.062, 1.040, -2.899)  -1.1549
C (-3.486, 2.198, -1.997)  0.6288
C (-4.963, 2.698, -2.022)  -1.4026
O (-3.177, 1.720, -0.711)  -0.4508
H (-3.534, 0.059, -2.849)  0.3226
H (-2.035, 0.778, -2.643)  0.2148
H (-3.141, 1.222, -3.971)  0.4206
H (-2.769, 2.997, -2.187)  0.1772
H (-5.713, 2.154, -1.448)  0.2794
H (-5.305, 2.717, -3.057)  0.3586
H (-5.190, 3.637, -1.517)  0.3710
H (-3.765, 1.014, -0.432)  0.2152
C (0.253, 0.193, -0.494)  -0.8147
O (0.074, 1.403, -1.176)  0.2582
H (-0.663, -0.397, -0.518)  0.2943
H (0.921, -0.344, -1.169)  0.1879
H (0.592, 0.327, 0.534)  0.1818
H (-0.829, 1.662, -0.979)  -0.1639
C (4.957, 1.252, 2.035)  -0.3813
O (4.084, 0.428, 2.662)  -0.5027
H (4.577, 2.262, 2.192)  0.1554
H (5.960, 1.128, 2.445)  0.3068
H (4.938, 1.045, 0.965)  0.0589
H (4.145, -0.460, 2.302)  0.4098
C (1.258, 6.518, -3.296)  -0.5636
O (2.378, 5.775, -2.903)  -0.5154
H (0.438, 5.829, -3.497)  0.2001
H (0.853, 7.147, -2.503)  0.2196
H (1.585, 7.010, -4.212)  0.2746
H (2.093, 5.148, -2.235)  0.4103
C (-2.267, -2.950, -1.613)  -0.5812
O (-2.316, -2.697, -0.169)  -0.4867
H (-2.991, -2.471, -2.271)  0.3932
H (-1.275, -2.740, -2.014)  -0.1265
H (-2.439, -4.007, -1.819)  0.3975
H (-3.119, -3.126, 0.137)  0.1795
C (-1.760, -0.611, 2.682)  0.2618
O (-1.022, -1.650, 2.083)  -0.3027
H (-2.827, -0.650, 2.462)  -0.2256
H (-1.462, -0.628, 3.730)  0.2206
H (-1.365, 0.308, 2.250)  -0.1041
H (-1.364, -1.887, 1.218)  0.3693
C (1.578, 2.536, -3.994)  -0.4995
O (1.806, 1.144, -3.573)  -0.5714
H (1.487, 2.570, -5.079)  0.3679
H (0.618, 2.863, -3.594)  0.0623
H (2.505, 3.019, -3.685)  0.2464
H (1.296, 1.025, -2.768)  0.2068
C (0.084, 1.450, 5.507)  -0.3803
O (-0.650, 0.599, 6.318)  -0.5035
H (0.083, 2.441, 5.960)  0.3034
H (1.110, 1.106, 5.378)  0.2682
H (-0.187, 1.464, 4.451)  0.0205
H (-0.092, -0.135, 6.584)  0.3189

## Properties
Kohn-Sham gap = 9.6 eV
HOMO level = -9.25 eV
Total charge = 0


c | C28H84O14 | wB97M-V/def2-TZVPD

Last column: Mulliken charge in e.
Geometry (Å):
C (1.594, 1.307, -4.388)  0.0389
C (2.219, 2.160, -5.530)  -0.6195
O (1.670, 1.761, -6.794)  -0.5178
H (1.779, 1.563, -3.345)  -0.0995
H (1.718, 0.240, -4.570)  0.0211
H (0.534, 1.498, -4.551)  0.2161
H (3.309, 2.149, -5.553)  0.3948
H (2.002, 3.182, -5.217)  0.2618
H (0.753, 2.041, -6.737)  0.3100
C (5.552, -1.153, -2.433)  -1.2146
C (4.211, -1.467, -2.997)  0.0176
O (3.167, -1.679, -2.051)  -0.4042
H (6.181, -1.316, -3.308)  0.4199
H (5.808, -1.759, -1.564)  0.2345
H (5.579, -0.094, -2.173)  0.2916
H (4.215, -2.409, -3.546)  0.3722
H (3.950, -0.611, -3.619)  0.0161
H (3.022, -0.927, -1.473)  0.1611
C (0.507, 1.776, 4.151)  -0.7495
C (1.891, 1.977, 3.593)  0.6792
O (2.151, 3.327, 3.838)  -0.6275
H (0.341, 0.710, 3.995)  0.0819
H (-0.322, 2.214, 3.595)  0.0582
H (0.419, 2.047, 5.203)  0.4352
H (1.904, 1.788, 2.519)  -0.2686
H (2.676, 1.424, 4.109)  0.0484
H (1.530, 3.883, 3.363)  0.3581
C (2.644, -5.048, 1.990)  -1.3246
C (1.149, -5.027, 1.822)  -0.0463
O (0.686, -3.775, 2.220)  -0.5929
H (3.108, -4.206, 1.477)  0.2202
H (3.113, -5.936, 1.566)  0.4446
H (2.925, -5.090, 3.042)  0.2978
H (0.663, -5.884, 2.288)  0.3327
H (1.050, -5.098, 0.739)  0.2108
H (-0.130, -3.688, 1.723)  0.2457
C (-2.214, -3.752, 4.288)  -1.2388
C (-1.873, -2.277, 4.142)  0.0929
O (-2.314, -1.870, 2.854)  -0.3729
H (-1.686, -4.209, 5.125)  0.3854
H (-1.970, -4.355, 3.413)  0.2057
H (-3.288, -3.864, 4.435)  0.3403
H (-0.801, -2.281, 3.945)  -0.0756
H (-2.077, -1.524, 4.904)  0.5073
H (-2.010, -2.591, 2.299)  -0.0114
C (-5.253, 1.334, 2.791)  -1.0951
C (-3.782, 1.205, 3.395)  -0.3185
O (-2.978, 1.125, 2.289)  0.2238
H (-5.555, 0.471, 2.198)  0.2803
H (-5.391, 2.226, 2.180)  0.1622
H (-5.890, 1.405, 3.673)  0.4292
H (-3.640, 0.338, 4.040)  0.2702
H (-3.655, 2.198, 3.825)  0.2848
H (-2.978, 0.213, 1.989)  -0.2575
C (-4.113, 4.714, 0.708)  -1.0003
C (-3.009, 4.618, 1.805)  -0.3086
O (-2.172, 3.623, 1.326)  -0.2694
H (-3.646, 5.173, -0.164)  0.2496
H (-4.890, 5.416, 1.011)  0.4131
H (-4.499, 3.764, 0.338)  0.1964
H (-3.321, 4.406, 2.827)  0.2769
H (-2.356, 5.488, 1.869)  0.3284
H (-2.485, 2.756, 1.596)  0.1355
C (4.640, -1.189, 2.476)  -0.9465
C (3.446, -1.663, 3.204)  -0.1757
O (2.312, -1.633, 2.437)  -0.2092
H (4.822, -1.729, 1.547)  0.2384
H (5.527, -1.155, 3.110)  0.4186
H (4.420, -0.148, 2.242)  -0.0129
H (3.243, -1.083, 4.104)  0.2284
H (3.421, -2.687, 3.575)  0.3678
H (1.722, -2.391, 2.424)  0.2120
C (-0.189, 0.153, 0.839)  0.7105
C (0.802, -0.062, -0.304)  0.5888
O (2.099, -0.164, 0.241)  0.1854
H (-1.162, 0.419, 0.427)  -0.3305
H (-0.098, 0.978, 1.545)  -0.2249
H (-0.420, -0.777, 1.358)  0.2312
H (0.891, 0.853, -0.890)  -0.6582
H (0.637, -0.974, -0.878)  -0.2525
H (2.142, -0.735, 1.012)  0.0515
C (-3.110, -3.444, -1.144)  -0.6540
C (-2.209, -4.299, -0.336)  -0.6072
O (-1.395, -3.419, 0.314)  -0.0406
H (-2.666, -2.515, -1.502)  -0.2558
H (-3.940, -3.125, -0.512)  0.2809
H (-3.498, -3.955, -2.025)  0.4426
H (-1.826, -5.077, -0.996)  0.3670
H (-2.652, -4.852, 0.492)  0.4207
H (-0.770, -2.995, -0.279)  0.0088
C (-0.716, -3.551, -4.769)  -1.4938
C (-0.768, -2.052, -4.417)  -0.0400
O (-0.448, -1.939, -3.101)  -0.0320
H (-1.573, -4.128, -4.424)  0.3023
H (0.146, -4.095, -4.382)  0.4429
H (-0.683, -3.679, -5.851)  0.4009
H (-1.643, -1.522, -4.793)  0.3765
H (0.101, -1.602, -4.896)  0.0689
H (0.114, -2.691, -2.899)  0.0335
C (-3.700, 0.309, -1.424)  -0.4751
C (-2.704, 0.207, -2.515)  0.4628
O (-2.658, 1.314, -3.354)  -0.6749
H (-3.702, -0.655, -0.915)  0.0157
H (-4.721, 0.385, -1.797)  0.4799
H (-3.570, 1.192, -0.798)  -0.2313
H (-2.962, -0.679, -3.095)  0.3088
H (-1.700, 0.052, -2.120)  -0.2664
H (-2.234, 1.952, -2.776)  0.3753
C (2.452, 3.601, -0.145)  -0.3838
C (3.594, 3.379, 0.777)  0.3837
O (4.783, 3.591, -0.052)  -0.5997
H (2.594, 4.562, -0.640)  0.4741
H (1.535, 3.565, 0.443)  0.0321
H (2.516, 2.854, -0.936)  -0.0442
H (3.590, 2.325, 1.054)  -0.4384
H (3.621, 3.942, 1.710)  0.3528
H (5.557, 3.119, 0.265)  0.3054
C (-0.887, 4.125, -3.252)  -1.3749
C (-0.656, 3.688, -1.809)  1.1260
O (-1.960, 3.169, -1.526)  -0.4380
H (-1.423, 3.372, -3.830)  0.2843
H (0.010, 4.278, -3.851)  0.3266
H (-1.553, 4.985, -3.322)  0.3238
H (-0.353, 4.505, -1.154)  0.5150
H (0.126, 2.929, -1.802)  -0.7228
H (-2.038, 3.229, -0.571)  -0.0986

## Properties
Kohn-Sham gap = 9.8 eV
HOMO level = -9.45 eV
Total charge = 0


Stability check: which of them is least stable? b.